(1)
A cluster of 3 separate species, C10H23F2NO7S in total, computed with ωB97M-V/def2-TZVPD.

XYZ file:
```
44
Properties=species:S:1:pos:R:3:nbo_charge:R:1
O 2.013 1.583 2.805 -0.51
C 1.652 0.514 3.150 0.86
F 0.698 0.350 4.087 -0.33
C 2.140 -0.819 2.621 -0.36
N 3.467 -0.704 2.043 -0.86
S 3.616 -0.143 0.519 2.55
O 2.333 0.112 -0.026 -0.92
O 4.700 0.759 0.462 -0.89
F 4.112 -1.444 -0.189 -0.47
H 1.444 -1.146 1.850 0.27
H 2.138 -1.568 3.409 0.24
H 4.151 -0.240 2.629 0.42
C -2.972 4.508 -0.205 -0.25
O -2.554 4.426 1.144 -0.55
C -2.795 3.165 1.742 -0.09
C -1.555 2.298 1.770 -0.09
O -1.118 1.943 0.470 -0.56
C -0.034 2.732 0.003 -0.26
H -2.569 5.433 -0.613 0.19
H -2.602 3.665 -0.794 0.18
H -4.065 4.539 -0.275 0.17
H -3.600 2.641 1.216 0.17
H -3.123 3.345 2.770 0.18
H -1.791 1.372 2.306 0.18
H -0.755 2.810 2.316 0.18
H 0.892 2.453 0.512 0.18
H -0.220 3.799 0.146 0.18
H 0.079 2.532 -1.062 0.19
C -1.808 -4.187 -2.507 -0.25
O -1.492 -2.878 -2.934 -0.55
C -1.145 -1.999 -1.876 -0.09
C 0.350 -1.827 -1.733 -0.10
O 0.995 -3.036 -1.352 -0.56
C 1.608 -3.718 -2.428 -0.25
H -1.867 -4.813 -3.396 0.19
H -1.044 -4.589 -1.837 0.18
H -2.778 -4.210 -1.996 0.17
H -1.569 -2.358 -0.932 0.17
H -1.590 -1.025 -2.095 0.19
H 0.554 -1.100 -0.947 0.20
H 0.776 -1.446 -2.667 0.17
H 2.511 -3.193 -2.760 0.17
H 0.928 -3.827 -3.276 0.18
H 1.890 -4.707 -2.068 0.19
```

Summary:
LUMO level (eV): 0.353
Multiplicity: 1
Structure (SMILES): O=C(F)CNS(=O)(=O)F.COCCOC.COCCOC



(2)
A cluster of 2 separate species, C10H23N2O6S in total in a non-equilibrium geometry, computed with ωB97M-V/def2-TZVPD.

XYZ file:
```
42
Properties=species:S:1:pos:R:3:nbo_charge:R:1
C -2.790 1.498 1.696 -0.73
C -1.311 1.402 1.694 0.83
O -0.670 0.378 1.609 -0.59
O -0.699 2.633 1.849 -0.51
C 0.509 2.814 1.187 0.08
N 0.235 3.244 -0.229 -0.53
C 1.070 2.626 -1.298 -0.22
C 0.969 1.104 -1.324 -0.43
C 0.558 0.606 -2.718 -0.40
C -0.677 -0.263 -2.618 -0.68
S -2.053 0.666 -1.959 2.39
O -1.586 1.888 -1.333 -1.04
O -3.053 0.831 -2.943 -0.88
O -2.623 -0.243 -0.804 -0.87
H -3.156 1.714 0.703 0.27
H -3.194 0.561 2.035 0.25
H -3.095 2.280 2.376 0.25
H 1.013 3.623 1.690 0.22
H 1.166 1.960 1.216 0.22
H -0.765 3.094 -0.418 0.49
H 0.384 4.249 -0.284 0.43
H 2.095 2.950 -1.213 0.23
H 0.682 3.015 -2.225 0.23
H 0.202 0.819 -0.630 0.22
H 1.909 0.675 -1.007 0.24
H 0.393 1.437 -3.388 0.21
H 1.346 -0.005 -3.129 0.25
H -0.496 -1.155 -2.036 0.27
H -0.981 -0.590 -3.601 0.28
H -1.921 -0.792 -0.424 0.52
C 1.844 -3.645 0.052 0.53
O 1.270 -3.073 -0.865 -0.67
N 1.442 -3.605 1.323 -0.42
C 2.163 -4.275 2.392 -0.40
C 0.235 -2.855 1.629 -0.42
H 2.759 -4.234 -0.106 0.12
H 1.519 -5.010 2.875 0.21
H 2.492 -3.548 3.136 0.20
H 3.035 -4.784 1.989 0.22
H -0.612 -3.279 1.085 0.21
H 0.359 -1.817 1.322 0.21
H 0.033 -2.894 2.695 0.21
```

Summary:
LUMO level (eV): -2.743
Multiplicity: 1
Charge: +1



(3)
The ion C10H23N4O with charge +1 in a non-equilibrium geometry, computed with ωB97M-V/def2-TZVPD.

XYZ file:
```
38
Properties=species:S:1:pos:R:3:nbo_charge:R:1
C 0.160 0.836 -1.520 0.17
C 0.185 0.212 -0.212 0.44
C -0.399 0.336 -2.824 -0.06
C -0.823 -1.047 -3.217 -0.63
C 1.146 -0.249 2.594 -0.63
C -0.188 1.889 2.920 -0.64
C -1.537 -0.207 2.682 -0.62
C 0.760 -1.207 -0.352 -0.53
C -0.213 -2.297 0.059 -0.06
C -0.150 0.493 2.303 0.15
N -0.237 0.831 0.878 -0.48
N 1.051 0.303 -2.822 -0.24
N 1.977 1.251 -3.234 -0.64
N -0.138 2.188 -1.354 -0.86
O -0.094 -2.908 1.293 -0.74
H -0.710 1.247 -3.416 0.23
H -1.089 -1.158 -4.244 0.25
H -1.863 -1.310 -2.713 0.22
H -0.201 -1.886 -2.941 0.24
H 1.867 0.383 2.198 0.22
H 1.222 -0.120 3.713 0.23
H 1.059 -1.228 2.345 0.24
H 0.290 2.665 2.376 0.21
H 0.246 1.834 3.840 0.23
H -1.123 2.389 3.019 0.23
H -2.391 0.156 2.062 0.23
H -1.368 -1.213 2.346 0.21
H -1.578 -0.215 3.799 0.24
H 1.603 -1.437 0.245 0.27
H 1.010 -1.445 -1.352 0.28
H -0.253 -3.188 -0.584 0.19
H -1.170 -1.951 -0.172 0.16
H 1.880 1.287 -4.239 0.36
H 2.925 0.861 -3.141 0.37
H -0.854 2.626 -1.869 0.39
H 0.469 2.837 -0.952 0.39
H -0.664 1.781 0.811 0.45
H -0.806 -3.339 1.674 0.50
```

Summary:
LUMO level (spin up / spin down) (eV): -3.701 / -3.701
Multiplicity: 1
ΔE to the lowest compared entry with this formula, charge and spin (kcal per mole): 63.2
Structure (SMILES): C[C@@H]1N(N)[C@]1(N)/C(CCO)=[NH+]/C(C)(C)C
Charge: +1



(4)
A structure of composition C10H23N9O6Pd in a non-equilibrium geometry, computed with ωB97M-V/def2-TZVPD.

XYZ file:
```
49
Properties=species:S:1:pos:R:3:nbo_charge:R:1
O -0.203 -1.179 -3.680 -0.99
H -0.421 -1.049 -4.627 0.47
Pd -0.052 0.222 -0.562 1.02
N 1.393 -1.126 -1.192 -0.04
N -0.771 -1.632 0.083 -0.03
N 0.643 2.210 -0.346 -0.09
N -1.256 1.113 0.876 -0.17
O 2.561 -0.802 -1.479 -0.35
O 1.796 2.634 -0.707 -0.60
O -2.039 0.496 1.743 -0.59
O -1.775 -1.853 0.836 -0.46
C -0.169 -2.708 -0.483 0.14
C 0.991 -2.431 -1.222 0.18
C -0.195 3.077 0.261 0.03
C -1.221 2.448 1.007 0.21
C 1.745 -3.396 -2.058 -0.68
H 1.551 -3.200 -3.126 0.26
H 1.436 -4.422 -1.827 0.22
H 2.823 -3.292 -1.885 0.25
C -0.826 -4.016 -0.259 -0.66
H -1.794 -4.054 -0.785 0.24
H -1.017 -4.160 0.814 0.25
H -0.201 -4.836 -0.628 0.22
C 0.087 4.535 0.312 -0.66
C -2.105 3.100 1.999 -0.68
H 0.778 4.834 -0.486 0.25
H 0.542 4.781 1.285 0.22
H -0.846 5.114 0.214 0.21
H -2.672 2.315 2.514 0.26
H -2.798 3.791 1.502 0.23
H -1.530 3.682 2.733 0.23
H 1.590 1.494 -1.905 0.53
H -1.934 -0.519 1.489 0.50
C -1.638 0.009 -2.207 -0.62
H -1.570 -0.901 -2.797 0.24
H -1.468 0.935 -2.779 0.18
H -2.577 0.100 -1.645 0.18
O 0.916 1.005 -2.484 -1.03
H 0.208 -0.346 -3.338 0.51
H 0.684 1.612 -3.236 0.48
N 0.785 -1.139 4.634 -0.61
N 1.031 -0.518 3.420 0.17
N 2.268 -0.041 3.099 -0.28
C 2.104 0.191 1.792 0.16
N 0.899 -0.158 1.365 -0.33
N 0.214 -0.680 2.412 -0.03
H -0.208 -1.119 4.827 0.39
H 1.378 -0.745 5.361 0.40
H 2.864 0.627 1.166 0.25
```

Summary:
LUMO level (spin up / spin down) (eV): -0.450 / -1.003
Multiplicity: 3
<S²>: 2.218
ΔE to the lowest compared entry with this formula, charge and spin (kcal per mole): 0.0